# 1
This record from OMol25 describes C15H27F13NO3SSi2 as an isolated structure in a non-equilibrium geometry. The level of theory is ωB97M-V with the def2-TZVPD basis set.

Geometry as ORCA input:
```
! wB97M-V def2-TZVPD RIJCOSX def2/J DEFGRID3
* xyz 1 1
O -2.1955 -3.1697 -6.2395
Si -0.9110 -4.1574 -5.9479
O -0.3271 -3.9400 -4.3980
Si 1.2652 -4.4431 -4.2435
C 1.4204 -5.2702 -2.5664
C 0.9167 -4.3844 -1.4158
C 2.0254 -3.6201 -0.7069
F 3.1242 -3.5270 -1.4777
F 2.3919 -4.3487 0.3709
C 1.6078 -2.2429 -0.1277
F 0.3336 -2.4154 0.3106
F 2.3098 -1.9596 0.9672
C 1.5175 -1.0482 -1.1042
F 0.8967 -0.0458 -0.4695
F 0.6647 -1.4416 -2.0734
C 2.7478 -0.5006 -1.8750
F 2.2868 0.6027 -2.4906
F 3.1242 -1.3151 -2.8468
S 4.2762 0.0111 -0.8576
F 4.4361 -1.4800 -0.4023
F 3.3619 0.3569 0.3750
F 4.1835 1.5087 -1.3236
F 5.2095 -0.2713 -2.0905
F 5.5332 0.3740 -0.0006
H -2.9975 -3.5951 -5.9309
H 0.1663 -3.8213 -6.8912
H -1.3631 -5.5530 -6.0999
H 2.1982 -3.3142 -4.3996
H 1.4848 -5.4928 -5.2659
H 0.7527 -6.1237 -2.6242
H 2.4088 -5.6809 -2.4058
H 0.4731 -5.0290 -0.6718
H 0.1147 -3.7522 -1.7757
C -0.9245 4.9186 1.8928
C -1.9549 4.3939 2.9124
C -1.2575 3.8405 4.1683
C -0.5955 2.4760 3.9719
C -1.5958 1.4556 3.4303
C -2.2621 1.8965 2.1187
N -2.8221 3.3007 2.3041
O -3.9405 3.2796 2.8065
C -1.2455 1.8333 0.9605
C -3.3642 0.9110 1.7371
C -2.7832 5.6188 3.2913
H -0.2628 4.1574 1.4894
H -1.4217 5.4072 1.0549
H -0.2841 5.6543 2.3723
H -1.9922 3.7601 4.9760
H -0.5195 4.5703 4.4949
H 0.2666 2.5658 3.3083
H -0.2115 2.1250 4.9302
H -1.1005 0.5027 3.2507
H -2.3666 1.2715 4.1861
H -1.6165 2.3484 0.0740
H -1.0682 0.7991 0.6827
H -0.2683 2.2379 1.2124
H -4.1011 0.7746 2.5278
H -2.9190 -0.0601 1.5451
H -3.8839 1.2292 0.8325
H -3.3629 5.9857 2.4438
H -2.1123 6.4117 3.6080
H -3.4678 5.4243 4.1160
*
```

Output
E = -85535.9152 eV
LUMO level = -0.2497 hartree
Frontier orbital gap = 5.66 eV

=====

# 2
This record from OMol25 describes C15H27InN3O2PS6Sb as an isolated structure in a non-equilibrium geometry. The level of theory is ωB97M-V with the def2-TZVPD basis set.

Geometry as ORCA input:
```
! wB97M-V def2-TZVPD RIJCOSX def2/J DEFGRID3
* xyz 2 2
In 10.1449 8.7560 11.0944
C 8.8051 5.8986 9.3374
C 10.2254 5.3336 9.2013
S 11.4730 6.0285 10.3302
C 12.7651 6.5711 9.2128
C 12.3952 7.5395 8.0804
S 11.6786 9.1121 8.6201
C 10.2711 9.1966 7.4960
C 9.2225 8.0911 7.5928
S 8.5702 7.6702 9.2485
H 8.2070 5.5032 8.5181
H 8.3665 5.6913 10.2842
H 10.1882 4.2483 9.3869
H 10.5622 5.4384 8.1498
H 13.5554 7.0118 9.8502
H 13.2560 5.6661 8.7828
H 13.2852 7.7101 7.4514
H 11.6641 7.1128 7.3488
H 9.8230 10.1668 7.6838
H 10.6300 9.2120 6.4714
H 8.3616 8.3859 6.9878
H 9.6299 7.1454 7.1863
S 7.0137 10.5290 11.0684
Sb 8.5221 11.8986 12.1565
S 9.6633 10.2894 13.3527
S 8.6959 11.1220 9.8568
N 13.7372 5.6460 14.8898
C 13.7322 6.9805 14.2394
P 11.9266 7.4927 14.1863
O 11.2694 6.2714 14.7106
O 11.7808 8.0983 12.8380
C 11.6320 8.7488 15.5023
N 10.1552 8.6487 15.8855
H 14.3090 4.9180 14.4542
H 12.7194 5.4021 14.8940
H 14.0702 5.6055 15.8589
H 14.0754 6.9226 13.2041
H 14.4133 7.7034 14.7304
H 11.8380 9.7410 15.1365
H 12.2109 8.5539 16.4160
H 9.9165 7.6746 15.9951
H 9.6178 9.0548 15.0668
H 9.9143 9.2007 16.7302
N 8.8326 7.0167 12.1658
C 8.3393 6.8371 13.1824
C 7.6717 6.5454 14.4152
C 8.2646 5.7338 15.4060
C 7.5247 5.4953 16.5405
C 6.2857 6.0903 16.7518
C 5.6993 6.8242 15.7437
C 6.3907 7.0728 14.5593
H 9.2165 5.2733 15.2373
H 7.9646 4.8491 17.2813
H 5.7303 5.9017 17.6575
H 4.7062 7.2123 15.8901
H 5.9534 7.6255 13.7662
*
```

Output
E = -110559.5175 eV
LUMO level (alpha / beta) = -0.1823 / -0.2133 hartree
ΔE to the lowest compared entry with this formula, charge and spin = 0.0 kJ/mol
Expectation value of S² = 0.75
Frontier orbital gap (alpha / beta) = 6.06 / 7.10 eV

=====

# 3
This record from OMol25 describes C15H27N3O3 in the gas phase in a non-equilibrium geometry. The level of theory is ωB97M-V with the def2-TZVPD basis set.

Geometry as ORCA input:
```
! wB97M-V def2-TZVPD RIJCOSX def2/J DEFGRID3
* xyz 0 1
O -0.9686 -0.5741 -4.4167
O -0.8707 -3.1991 0.8562
O -0.2974 1.0206 -0.2720
C -0.8612 -0.0419 -3.3217
C -1.0926 -2.5485 1.8811
C -0.2956 -0.1944 -0.0962
N -0.8745 -1.0313 -1.0310
N 0.0772 0.9522 -3.1329
N -0.5637 -1.3119 2.1149
C -1.6871 -0.5508 -2.1307
C 2.9430 2.5600 -5.1231
C 2.7552 0.2720 0.7882
C -0.5489 -0.5030 4.4309
C -1.8442 0.8131 2.6884
C -2.1477 -2.9339 2.9057
C 0.7437 1.6513 -4.2057
C 0.4173 -0.7770 1.1607
C 2.2031 1.9911 -3.8780
C 1.5052 0.1577 1.7383
C -2.5847 -1.5014 3.3428
C -1.3599 -0.5756 3.1464
H -0.7756 -2.0404 -0.8813
H 0.0632 1.3180 -2.1558
H -2.2414 -1.4115 -2.5148
H -2.3783 0.2531 -1.8196
H 2.5982 3.5759 -5.3338
H 2.7352 1.9523 -5.9888
H 4.0389 2.5697 -4.9663
H 2.4607 0.5713 -0.2292
H 3.2619 -0.6617 0.7291
H 3.4524 1.0090 1.1918
H -1.2055 -0.2889 5.2457
H -0.0180 -1.4601 4.6569
H 0.1731 0.3231 4.3891
H -2.3622 0.7071 1.7328
H -2.5056 1.3036 3.3990
H -0.9853 1.4424 2.5288
H -1.6812 -3.4812 3.7010
H -2.9541 -3.5259 2.4653
H 0.2230 2.5987 -4.3619
H 0.7553 1.0624 -5.1275
H 1.0282 -1.6159 0.7658
H 2.2565 2.7573 -3.0907
H 2.7871 1.1165 -3.5479
H 1.8778 -0.2389 2.6808
H 1.0762 1.1694 1.9455
H -2.8816 -1.5415 4.3826
H -3.4468 -1.1388 2.7578
*
```

Output
E = -26607.6162 eV
LUMO level = 0.0224 hartree
SMILES string = CCCNC(=O)CNC(=O)[C@@H](CC)N1C(=O)CCC1(C)C
ΔE to the lowest compared entry with this formula, charge and spin = 105.5 kJ/mol
Frontier orbital gap = 9.62 eV

=====

# 4
This record from OMol25 describes C15H27N3OSSi2V as an isolated structure. The level of theory is ωB97M-V with the def2-TZVPD basis set.

Geometry as ORCA input:
```
! wB97M-V def2-TZVPD RIJCOSX def2/J DEFGRID3
* xyz 0 4
V -0.1287 0.3374 -0.7253
O -1.6278 1.4825 0.1365
N -1.2529 2.4684 0.9618
C -2.1479 2.8436 1.8992
C -1.8760 3.8675 2.7609
C -0.6414 4.5183 2.6499
C 0.2575 4.1098 1.7014
C -0.0275 3.0432 0.8267
S 1.0851 2.4500 -0.3317
H -3.0622 2.2715 1.8971
H -2.6061 4.1465 3.5051
H -0.3929 5.3317 3.3181
H 1.2263 4.5771 1.6012
C 1.0413 -4.2115 -0.5892
Si 0.2611 -2.5263 -0.8736
C -1.2987 -2.7804 -1.9017
C 1.4984 -1.5682 -1.9845
C -0.0975 -1.4463 0.5472
Si 1.1503 -1.2517 1.8848
C 2.8691 -0.9170 1.1911
C 1.2871 -2.7766 2.9830
C 0.6898 0.1864 3.0118
H 1.1661 -4.7638 -1.5240
H 0.4163 -4.8107 0.0773
H 2.0233 -4.1120 -0.1200
H -1.1089 -3.4087 -2.7759
H -1.6971 -1.8251 -2.2567
H -2.0786 -3.2590 -1.3047
H 1.3386 -1.7928 -3.0411
H 2.5153 -1.8670 -1.7241
H 1.5302 -0.4654 -1.9028
H -1.0791 -1.6438 0.9957
H 3.2418 -1.7640 0.6095
H 3.5804 -0.7390 2.0015
H 2.8688 -0.0301 0.5520
H 1.6057 -3.6438 2.3997
H 0.3177 -3.0169 3.4273
H 2.0036 -2.6323 3.7957
H 0.7447 1.1318 2.4687
H 1.3669 0.2552 3.8675
H -0.3267 0.0675 3.3968
N -1.9685 1.8190 -2.5878
C -2.4153 2.1807 -3.7970
C -1.6036 1.5696 -4.7294
C -0.6807 0.8414 -3.9683
N -0.9117 0.9974 -2.6720
H -2.2638 2.0587 -1.6445
H -3.2591 2.8392 -3.9118
H -1.6653 1.6403 -5.8001
H 0.1325 0.2175 -4.3017
*
```

Output
E = -74790.1841 eV
LUMO level (alpha / beta) = 0.0134 / 0.0125 hartree
ΔE to the lowest compared entry with this formula, charge and spin = 0.0 kJ/mol
Expectation value of S² = 3.76
Frontier orbital gap (alpha / beta) = 6.90 / 8.07 eV

=====

# 5
This record from OMol25 describes C15H27N5O6Sr as an isolated structure in a non-equilibrium geometry. The level of theory is ωB97M-V with the def2-TZVPD basis set.

Geometry as ORCA input:
```
! wB97M-V def2-TZVPD RIJCOSX def2/J DEFGRID3
* xyz 0 1
O -2.7208 -0.3892 -1.8094
H -2.9226 0.0240 -2.6666
Sr -0.5509 -0.5088 -0.3309
N -2.6532 -0.1147 1.3638
N -1.3139 1.8006 0.5552
N 1.1799 -2.2269 -0.1779
N 1.9481 0.2298 -0.0381
O -2.9965 -1.3122 1.1723
O 0.6798 -3.4261 -0.4893
O 2.4072 1.5408 0.1019
O -0.4635 2.7335 0.3129
C -2.6543 2.0636 0.5463
C -3.4218 0.8793 0.7968
C 2.4904 -2.0595 -0.0828
C 2.9246 -0.6710 0.0408
C -4.7833 0.5919 0.3100
H -4.7483 0.1021 -0.6810
H -5.3730 1.5092 0.2200
H -5.2755 -0.0960 1.0037
C -3.2164 3.3449 0.0809
H -2.8135 3.6156 -0.9076
H -2.9102 4.1223 0.7927
H -4.3108 3.3000 0.0625
C 3.4595 -3.1850 -0.0091
C 4.3687 -0.3867 0.2272
H 2.9852 -4.0615 -0.4624
H 3.6742 -3.4249 1.0462
H 4.3860 -2.9405 -0.5544
H 4.5190 0.6595 0.4960
H 4.9301 -0.5983 -0.6933
H 4.7519 -1.0426 1.0139
H -0.3192 -3.0326 -1.1041
H 1.5870 2.0984 0.0769
C 0.2614 0.5233 -2.7203
H -0.4548 0.3909 -3.5542
H 1.2016 -0.0329 -2.8274
H 0.4382 1.5714 -2.4602
O -1.1412 -2.4976 -1.7355
H -2.3771 -1.3093 -1.9914
H -1.3289 -3.0109 -2.5429
C 1.6860 -0.0250 6.7319
C 1.2726 -0.0908 5.2764
C 0.9708 -1.3139 4.6715
C 0.5987 -1.3418 3.3177
N 0.4923 -0.2366 2.5764
C 0.7916 0.9376 3.1398
C 1.1817 1.0548 4.4807
H 0.8921 -0.4246 7.3851
H 2.5916 -0.6288 6.9130
H 1.8917 1.0151 7.0249
H 1.0171 -2.2437 5.2300
H 0.3745 -2.2934 2.8230
H 0.7086 1.8327 2.5170
H 1.4008 2.0416 4.8789
*
```

Output
E = -36556.1860 eV
LUMO level (alpha / beta) = -0.1029 / -0.1042 hartree
ΔE to the lowest compared entry with this formula, charge and spin = 0.0 kJ/mol
Frontier orbital gap (alpha / beta) = 3.41 / 3.40 eV

=====

- Look up the E of the third one.
  -26607.6162 eV

=====

- The highest E belongs to which entry?
  C15H27N3O3